Record 1
This record from the OMol25 dataset describes a molecular structure, C27H61CsN7O19S3 at a distorted geometry. The level of theory is ωB97M-V/def2-TZVPD.

## Properties
E_tot (hartree): -4092.765791
Charge: +1
HOMO level (eV): -10.8822
E_LUMO (eV): -1.9
Frontier orbital gap (eV): 9.015

```
118
Properties=species:S:1:pos:R:3:mulliken_charge:R:1
C -2.65597 -3.41583 0.69346 0.219
C 2.48460 4.59575 2.56365 0.151
H -1.14733 -4.78943 -1.40463 0.082
H -1.80664 -1.30835 -4.41293 0.353
H -3.36202 5.47983 -1.87158 0.279
C -2.16825 1.66300 -3.44512 0.409
H 5.57041 1.51778 1.93583 0.439
H 4.49807 1.63959 0.47190 0.008
C -0.84384 -0.73358 5.45080 -1.174
H -1.55251 3.22788 3.51383 0.470
H -3.00925 -4.45173 -1.61548 0.195
C 6.32668 -0.89557 -2.39001 -0.357
H -4.96734 4.07656 -0.30695 0.253
N 3.57132 0.96890 3.37116 -0.117
H -4.85529 1.29666 1.60864 0.493
N -5.11864 -0.74789 -0.94355 0.276
C -1.42473 2.20599 3.15674 -0.382
H -3.36960 -3.96727 2.68429 0.485
Cs -0.12997 -0.45567 0.17418 0.004
H 3.22060 -2.52811 1.22866 -0.060
O 5.53440 -2.23918 -0.60179 0.022
O -1.58444 1.13363 -2.48187 -0.013
H 6.35725 -1.24806 -3.42099 0.315
H -2.94652 -2.60347 -4.06092 0.374
O 6.85672 -3.89580 -1.96043 -0.553
C 3.59048 0.61156 2.09750 0.711
O 2.60838 0.20064 1.49062 -0.136
O -2.01433 4.05998 0.64000 -0.589
H 1.88139 6.54583 1.64040 0.257
H -2.20059 1.74281 2.54715 -0.134
H 4.65401 -0.41189 -1.13555 0.083
C -2.05442 -2.09300 -3.69807 -0.875
H 4.27618 -1.80643 -2.15443 0.115
H -2.46351 -5.23972 0.92682 0.228
O 7.78183 -3.10591 0.22219 -0.533
H -4.41128 5.48438 0.77488 0.253
O 0.65078 -1.80172 -2.42657 -0.490
O 1.62299 -3.50024 3.65000 -0.471
H 4.41769 1.28178 3.82486 0.267
O 3.02536 -5.19938 2.29940 -0.448
C 3.74198 -4.65722 1.18090 -0.221
O 7.41229 -1.45945 -1.69738 -0.375
C -5.97296 -1.33956 -1.93909 -1.006
H -2.26889 -1.57740 -2.76198 0.138
H -0.43985 5.57258 -1.23434 0.388
C -3.68413 1.62210 -3.64214 -1.257
C -2.61400 -3.36808 2.17623 -0.942
C -1.12231 0.03371 4.17274 0.310
S 6.98274 -2.84998 -0.96517 1.056
C 5.06746 -1.31159 -1.59129 0.003
C 2.47532 0.74303 4.32946 -0.644
H -3.98915 0.86329 -4.36274 0.411
H 3.94221 -5.39878 0.40753 0.293
H 0.37341 2.66590 -5.49407 0.353
H 1.70732 -4.21097 -2.05643 -0.041
H -1.66199 -1.44354 5.57210 0.354
H 2.02134 3.69388 2.96377 -0.194
H -6.80519 -1.84113 -1.44521 0.302
C -4.50417 5.05983 -0.22474 -0.885
N -1.51840 2.18572 -4.49449 -0.090
S 1.50981 -4.46719 2.58121 0.974
C -1.03194 4.67813 -1.42801 -0.687
H 4.75215 -4.41570 1.51154 0.289
H 2.87604 -3.24398 -0.35117 -0.252
O -6.28071 1.18418 -0.74022 -0.736
H 6.48896 0.17767 -2.48956 0.307
O 3.26218 5.59937 -0.69576 -0.589
H 0.04732 -1.35521 5.36412 0.181
H 3.15206 5.03700 3.30386 0.342
H -5.26386 -1.96439 -2.48212 0.266
H -4.01215 -0.09054 1.14571 0.088
O 1.23523 4.90354 0.69544 -0.209
C 0.28770 -2.84918 -2.98530 0.560
H 1.62057 1.22168 3.85154 -0.041
H 0.35472 2.91730 -3.74556 0.170
O 1.62447 -3.67944 1.12354 0.037
H 0.53360 5.48019 2.38942 0.311
C -2.20871 4.51314 -0.50678 0.466
H -4.11816 1.38524 -2.67075 0.056
H -2.46753 -6.03508 -1.36118 0.353
C 0.00168 2.27051 -4.54877 -0.642
O 0.36013 -5.34547 2.57360 -0.511
O 2.57750 3.05749 -0.67155 -0.396
H -3.61490 1.50314 0.43654 -0.063
H 2.25256 -0.31099 4.49536 0.283
H -0.82460 -0.18031 6.38974 0.388
H 0.40175 1.25890 -4.48045 0.144
H -4.31771 -1.24424 -0.57988 0.309
S 2.64190 4.41371 -0.01395 1.080
C 2.92563 -3.44531 0.71893 0.347
C -5.35696 0.44611 -0.37120 0.518
C 4.81968 1.02851 1.31525 -0.971
N -0.94323 -3.06315 -3.50863 -0.012
N -2.25067 -4.55715 0.21345 -0.008
H -1.60608 -3.47494 2.57724 0.161
O -3.19301 -2.54906 0.06191 -0.642
H 5.35373 0.25522 0.76305 0.080
H 2.10602 -3.72307 -3.62540 0.390
H -4.12529 2.47448 -4.15878 0.492
H -0.43658 3.78732 -1.22782 -0.167
H -2.12384 2.61622 -5.17874 0.203
N -1.15027 1.37812 4.27380 0.030
O 3.32661 4.19183 1.50347 -0.318
H -2.93798 -2.38685 2.52308 0.075
H -1.13010 -4.01432 -3.79229 0.292
H -6.36092 -0.56909 -2.60539 0.342
C -2.18740 -5.00167 -1.15699 -0.558
C 1.50985 5.55743 1.91079 -0.409
H -5.09391 5.79352 -0.77429 0.368
N -3.31949 4.98272 -0.99343 -0.132
H 0.76706 -4.88949 -3.46057 0.365
H -1.36950 4.87041 -2.44643 0.480
H -0.52225 2.31207 2.55477 0.032
C -4.42076 0.82844 0.72544 -0.427
O -1.09125 -0.59148 3.10816 -0.098
H 2.69973 1.26394 5.26025 0.372
H -0.95936 1.79593 5.17331 0.257
C 1.24481 -4.01274 -3.02332 -0.903
```

---

Record 2
This record from the OMol25 dataset describes a molecular structure, C27H61N11PdSSb2Si3. The level of theory is ωB97M-V/def2-TZVPD.

## Properties
E_tot (hartree): -3542.828524
Charge: -2
Energy above the lowest of the compared OMol25 structures with the same formula, charge and spin (kcal per mole): 43.4
HOMO level (eV): -1.3994
E_LUMO (eV): 4.2
Frontier orbital gap (eV): 5.578

```
106
Properties=species:S:1:pos:R:3:mulliken_charge:R:1
N 0.39089 2.21673 0.11338 -1.461
H -3.63519 -5.89358 -1.43981 0.311
H 0.66642 -5.40398 2.24266 0.367
H -2.06312 2.76428 0.95812 0.304
C 0.60481 -2.18906 1.80285 0.155
C 2.80061 4.68298 -2.67281 -1.817
H -6.26412 -3.50377 0.94394 0.245
H 0.16868 -5.25903 0.54788 0.314
N 4.81670 -0.05816 -1.92454 -0.142
H 5.48689 2.82550 0.58563 0.401
Sb 2.38517 2.20371 -1.01860 2.033
H 4.87239 4.33493 -0.88110 0.291
C 2.28244 -3.41165 -1.41278 0.382
H -4.34115 -7.05824 -0.29848 0.335
H 1.01083 -2.16023 0.79051 -0.331
H 1.85695 0.76589 1.69204 0.069
H 3.90138 3.12624 2.79957 0.534
Pd 1.79559 -0.34728 -1.38492 0.409
H -0.57934 -3.70764 4.37721 0.415
C 0.81866 3.62942 -0.03877 -0.729
C 4.96858 3.79584 -1.82767 -1.940
C -2.50798 0.12461 2.27678 0.109
N 5.61230 -2.05032 -1.63171 -0.588
H -2.63857 -6.57714 -0.16860 0.311
H 2.89135 2.39662 -4.19450 0.228
H -3.21615 -5.94256 2.76418 0.281
H -5.20131 -0.91615 3.69768 0.405
H -2.23862 -4.07975 3.88189 0.189
H -1.34149 3.59389 -3.21497 0.409
C -4.74242 -1.75883 3.16965 -1.035
H 5.49020 4.45799 -2.53469 0.533
N 1.38222 -2.45071 -1.58876 0.210
C -5.89551 -4.30158 0.29533 -1.111
H -0.53058 1.36741 -3.66327 0.404
H -2.99595 1.03093 2.64872 0.512
H -2.96524 1.91243 -0.29323 -0.071
C 3.23514 3.21120 1.92748 -2.005
S -0.60602 0.18600 -1.20945 -0.143
H -0.08968 4.77240 -1.65956 0.316
Si -3.77505 -1.12240 1.67453 0.230
C -1.37767 3.12177 -1.10627 1.616
H -1.92849 5.82520 -0.33015 0.417
H -2.73404 4.26212 -2.34308 0.439
N 0.23565 -3.10441 -1.86835 -0.219
C 3.83153 2.65348 -3.70987 -1.590
H 1.13935 0.85862 -3.61262 0.217
C 3.48959 2.03673 0.98987 2.276
H -5.93782 -3.93700 -0.73352 0.298
H -6.57594 -5.15457 0.38462 0.365
N 0.61898 2.40364 -2.22286 0.462
H -0.32846 6.20139 0.31687 0.525
N 3.61015 -3.20047 -1.06045 -0.095
C -0.30701 1.98145 -1.17594 -0.163
H 3.22989 -0.12469 1.04824 0.186
H -0.23012 1.97560 0.87821 0.663
C -1.04223 5.39051 0.14565 -2.038
H 0.25721 -1.17875 2.02870 -0.178
H -4.09108 -2.28506 3.86991 0.255
H 1.41297 -2.44246 2.49670 0.468
H 3.32369 5.30410 -3.41449 0.583
C 2.94598 0.75973 1.62239 -1.963
H -1.34195 5.00568 1.12395 0.302
Si -0.78462 -3.42754 1.93189 0.477
H 1.06727 4.07630 0.92148 0.210
C -0.17215 -5.16503 1.58066 -1.046
C 0.48381 1.73823 -3.49824 -1.747
C -2.45616 2.84920 -0.05656 -1.724
H 2.21097 3.21839 2.30244 0.341
C 4.30331 -2.06097 -1.43313 0.089
H -0.95918 -5.90516 1.75147 0.246
C -0.40367 4.30863 -0.72198 0.873
H 3.42942 4.17671 1.45168 0.231
C -4.18294 -5.51571 2.48862 -1.117
H -3.20224 3.64975 -0.04619 0.482
H 5.42392 1.52341 1.77145 0.522
H -1.85648 0.39056 1.43854 -0.827
N 0.46562 -4.37357 -1.85643 -0.668
C -3.64462 -6.21915 -0.39793 -1.175
H 4.40291 3.28711 -4.40517 0.492
H -4.92924 -6.31614 2.53360 0.430
C -2.07309 3.39242 -2.43405 -1.869
N 3.77225 -0.85188 -1.59132 0.283
H 2.67115 5.27274 -1.76133 0.298
H -5.48021 0.60536 1.06358 0.356
H -1.70974 -2.39892 4.02337 0.253
H -5.79185 -0.92761 0.22577 0.321
H 4.39221 1.73510 -3.53791 0.227
H -4.44408 -4.76106 3.23199 0.291
N 1.75934 -4.61815 -1.54875 -0.687
N 5.88944 -0.77019 -1.94472 -0.893
Si -4.12684 -4.79984 0.74121 0.554
H 5.26438 1.15612 0.04913 0.156
H -5.53978 -2.44299 2.87124 0.206
C 3.61317 3.41893 -2.40786 1.937
C 4.99950 1.87822 0.81986 -1.867
C -1.40035 -3.40073 3.72006 -1.118
H 1.80573 4.43869 -3.04932 0.200
H -2.68344 2.53647 -2.73617 0.264
H 3.35940 0.64865 2.63634 0.575
H 4.16994 -4.03623 -1.11129 0.288
H 0.72161 2.44317 -4.30691 0.389
C -5.00750 -0.24132 0.55615 -1.172
H 5.59397 2.91699 -1.66910 0.320
H -1.88396 -0.28364 3.07448 0.434
Sb -2.58306 -2.83557 0.20339 -0.232
H -4.49502 0.13074 -0.33336 0.243
```